Model 1:
Molecular formula: C6H16N2
Method: DFT, ωB97M-V/def2-TZVPD

HOMO energy ... -8.11 eV
Net charge ... 0
HOMO-LUMO gap ... 5.611 eV

Bonds (Å) are listed after each position.
Element x y z (Å)
1 C 1.94 -0.13 -1.45  N2 1.407, C8 1.489, H9 1.105, H10 1.140
2 N 1.69 -0.21 -0.07  C1 1.407, C3 1.416
3 C 0.82 -1.30 0.16  N2 1.416, C4 1.585, H12 1.099, H13 1.091
4 C -0.58 -1.19 -0.57  C3 1.585, N5 1.406, H14 1.101, H15 1.108
5 N -1.78 -1.59 0.05  C4 1.406, H11 1.032
6 C -2.43 1.14 1.39  C7 1.534, H16 1.096, H17 1.099, H18 1.090
7 C -1.28 0.85 2.36  C6 1.534, H19 1.083, H20 1.088, H21 1.099
8 C 2.55 1.18 -1.85  C1 1.489, H22 1.091, H23 1.095, H24 1.088
9 H 2.63 -0.87 -1.89  C1 1.105
10 H 1.09 -0.27 -2.19  C1 1.140
11 H -2.03 -2.58 -0.07  N5 1.032
12 H 1.29 -2.23 -0.19  C3 1.099
13 H 0.71 -1.46 1.24  C3 1.091
14 H -0.46 -1.52 -1.61  C4 1.101
15 H -1.10 -0.21 -0.65  C4 1.108
16 H -2.51 0.27 0.73  C6 1.096
17 H -3.37 1.13 1.96  C6 1.099
18 H -2.30 2.06 0.83  C6 1.090
19 H -1.42 -0.08 2.89  C7 1.083
20 H -1.14 1.63 3.10  C7 1.088
21 H -0.40 0.72 1.71  C7 1.099
22 H 3.60 1.26 -1.60  C8 1.091
23 H 2.06 2.03 -1.36  C8 1.095
24 H 2.44 1.38 -2.91  C8 1.088

Model 2:
Molecular formula: C6H16N2
Method: DFT, ωB97M-V/def2-TZVPD

SMILES string ... CCN(CC)CCN
HOMO energy ... -8.45 eV
Net charge ... 0
HOMO-LUMO gap ... 9.550 eV

Bonds (Å) are listed after each position.
Element x y z (Å)
1 C -0.06 1.96 1.55  C2 1.503, H9 1.152, H10 1.082, H11 1.030
2 C 0.89 1.23 0.64  C1 1.503, N3 1.559, H12 1.003, H13 1.070
3 N 0.26 -0.05 0.01  C2 1.559, C4 1.479, C6 1.457
4 C -0.05 -0.99 1.11  N3 1.479, C5 1.663, H14 1.053, H15 1.116
5 C -1.58 -0.80 1.74  C4 1.663, H16 1.058, H17 1.065, H18 1.099
6 C 1.10 -0.54 -1.07  N3 1.457, C7 1.646, H19 1.111, H20 1.094
7 C 0.08 -1.12 -2.23  C6 1.646, N8 1.529, H21 1.084, H22 1.156
8 N -0.30 0.11 -3.04  C7 1.529, H23 1.030, H24 0.987
9 H -0.43 1.05 2.16  C1 1.152
10 H 0.43 2.45 2.39  C1 1.082
11 H -0.82 2.48 1.10  C1 1.030
12 H 1.08 1.83 -0.14  C2 1.003
13 H 1.79 1.03 1.18  C2 1.070
14 H 0.63 -1.03 1.91  C4 1.053
15 H -0.14 -2.07 0.83  C4 1.116
16 H -2.11 -0.63 0.84  C5 1.058
17 H -2.01 -1.74 1.99  C5 1.065
18 H -1.70 0.24 2.08  C5 1.099
19 H 1.65 0.22 -1.67  C6 1.111
20 H 1.71 -1.44 -1.03  C6 1.094
21 H 0.55 -1.86 -2.87  C7 1.084
22 H -0.90 -1.57 -1.81  C7 1.156
23 H 0.65 0.48 -3.18  N8 1.030
24 H -0.73 0.78 -2.46  N8 0.987

Model 3:
Molecular formula: C6H16N2
Method: DFT, ωB97M-V/def2-TZVPD

HOMO energy ... -7.67 eV
Net charge ... 0
HOMO-LUMO gap ... 5.348 eV

Bonds (Å) are listed after each position.
Element x y z (Å)
1 C 2.86 1.07 0.44  N2 1.446, H9 1.082, H10 1.091, H11 1.090
2 N 1.90 0.10 -0.05  C1 1.446, C3 1.365
3 C 1.24 0.55 -1.15  N2 1.365, C7 1.561, H12 1.125, H13 1.090
4 C -2.62 -0.67 0.38  C5 1.543, H14 1.090, H15 1.070, H24 1.087
5 C -1.58 -0.06 1.34  C4 1.543, C6 1.511, H16 1.092, H17 1.094
6 C -0.54 -0.92 2.04  C5 1.511, H18 1.074, H19 1.086, H20 1.081
7 C 0.06 -0.38 -1.57  C3 1.561, N8 1.383, H21 1.095, H22 1.078
8 N -1.05 0.39 -1.82  C7 1.383, H23 1.017
9 H 3.01 1.93 -0.20  C1 1.082
10 H 2.50 1.45 1.40  C1 1.091
11 H 3.81 0.57 0.61  C1 1.090
12 H 0.82 1.60 -1.07  C3 1.125
13 H 1.95 0.52 -1.98  C3 1.090
14 H -3.47 -0.97 0.99  C4 1.090
15 H -2.89 0.05 -0.37  C4 1.070
16 H -1.06 0.71 0.77  C5 1.092
17 H -2.11 0.53 2.09  C5 1.094
18 H 0.03 -0.34 2.73  C6 1.074
19 H -0.96 -1.87 2.38  C6 1.086
20 H 0.12 -1.28 1.26  C6 1.081
21 H 0.37 -1.05 -2.38  C7 1.095
22 H -0.10 -1.08 -0.76  C7 1.078
23 H -0.97 0.69 -2.79  N8 1.017
24 H -2.24 -1.57 -0.08  C4 1.087

Quick one: least stable of them? model 1

Model 1:
Molecular formula: C2H6O
Method: DFT, ωB97M-V/def2-TZVPD

SMILES string ... C=C.O
HOMO energy ... -10.18 eV
Net charge ... 0
HOMO-LUMO gap ... 11.110 eV

Bonds (Å) are listed after each position.
Element x y z (Å)
1 C 1.05 -0.60 -0.47  C2 1.316, H3 1.091, H4 1.083
2 C 1.69 -0.16 0.59  C1 1.316, H5 1.083, H6 1.083
3 H 0.38 0.07 -1.02  C1 1.091
4 H 0.99 -1.52 -1.04  C1 1.083
5 H 1.51 0.86 0.93  C2 1.083
6 H 2.53 -0.61 1.11  C2 1.083
7 O -2.65 0.34 -0.23  H8 0.968, H9 0.951
8 H -2.10 0.70 0.48  O7 0.968
9 H -3.39 0.92 -0.34  O7 0.951

Model 2:
Molecular formula: C2H6O
Method: DFT, ωB97M-V/def2-TZVPD

HOMO energy ... -7.08 eV
Net charge ... 0
HOMO-LUMO gap ... 7.612 eV

Bonds (Å) are listed after each position.
Element x y z (Å)
1 C 0.79 -0.76 0.01  O3 1.587, H4 1.077, H5 1.086, H6 1.095
2 C -1.04 0.53 0.61  O3 1.625, H7 1.065, H8 1.105
3 O 0.29 0.71 -0.30  C1 1.587, C2 1.625, H9 0.976
4 H 1.07 -0.79 1.05  C1 1.077
5 H 0.11 -1.57 -0.23  C1 1.086
6 H 1.67 -0.79 -0.65  C1 1.095
7 H -1.19 1.54 0.91  C2 1.065
8 H -1.80 0.30 -0.15  C2 1.105
9 H 0.09 0.83 -1.25  O3 0.976

Quick one: least stable of them? model 2

Model 1:
Molecular formula: C2H6O
Method: DFT, ωB97M-V/def2-TZVPD

SMILES string ... C=C.O
HOMO energy ... -10.26 eV
Net charge ... 0
HOMO-LUMO gap ... 11.202 eV

Bonds (Å) are listed after each position.
Element x y z (Å)
1 C 0.22 -1.02 -0.02  C2 1.319, H3 1.096, H4 1.096
2 C 0.81 -0.97 -1.20  C1 1.319, H5 1.096, H6 1.096
3 H -0.61 -0.34 0.23  C1 1.096
4 H 0.53 -1.74 0.74  C1 1.096
5 H 0.49 -0.22 -1.93  C2 1.096
6 H 1.66 -1.60 -1.47  C2 1.096
7 O -1.42 1.88 1.26  H8 0.984, H9 0.984
8 H -0.75 1.91 1.97  O7 0.984
9 H -0.93 2.09 0.43  O7 0.984

Model 2:
Molecular formula: C2H6O
Method: DFT, ωB97M-V/def2-TZVPD

SMILES string ... CCO
HOMO energy ... -10.18 eV
Net charge ... 0
HOMO-LUMO gap ... 11.280 eV

Bonds (Å) are listed after each position.
Element x y z (Å)
1 C 0.69 0.24 0.52  C2 1.531, H4 1.091, H5 1.088, H6 1.085
2 C -0.20 -0.34 -0.58  C1 1.531, O3 1.394, H7 1.066, H8 1.093
3 O -1.52 0.09 -0.54  C2 1.394, H9 0.965
4 H 0.35 1.24 0.78  C1 1.091
5 H 0.54 -0.39 1.40  C1 1.088
6 H 1.72 0.20 0.19  C1 1.085
7 H -0.14 -1.40 -0.53  C2 1.066
8 H 0.24 -0.15 -1.57  C2 1.093
9 H -1.66 0.51 0.32  O3 0.965

Quick one: least stable of them? model 1

Model 1:
Molecular formula: C2H6O
Method: DFT, ωB97M-V/def2-TZVPD

HOMO energy (spin up / spin down) ... -7.62 / -7.62 eV
Net charge ... 0
HOMO-LUMO gap (spin up / spin down) ... 8.388 / 8.389 eV

Bonds (Å) are listed after each position.
Element x y z (Å)
1 C 1.14 0.27 0.36  O2 1.299, H5 1.080, H6 1.085
2 O 0.30 -0.71 0.33  C1 1.299, C3 1.299
3 C -0.67 -0.90 -0.52  O2 1.299, H7 1.085, H9 1.080
4 H -0.74 1.45 0.60  H8 0.765
5 H 1.87 0.23 1.15  C1 1.080
6 H 1.25 0.90 -0.52  C1 1.085
7 H -0.67 -0.34 -1.45  C3 1.085
8 H -1.34 1.07 0.32  H4 0.765
9 H -1.25 -1.80 -0.36  C3 1.080

Model 2:
Molecular formula: C2H6O
Method: DFT, ωB97M-V/def2-TZVPD

SMILES string ... C=O.C
HOMO energy ... -10.21 eV
Net charge ... 0
HOMO-LUMO gap ... 11.121 eV

Bonds (Å) are listed after each position.
Element x y z (Å)
1 C -2.19 -1.56 0.09  O2 1.191, H3 1.043, H4 1.109
2 O -2.65 -0.47 0.18  C1 1.191
3 H -2.71 -2.16 -0.59  C1 1.043
4 H -1.33 -1.95 0.67  C1 1.109
5 C 1.75 1.27 0.03  H6 1.134, H7 1.163, H8 1.120, H9 1.011
6 H 1.34 0.22 0.19  C5 1.134
7 H 1.53 1.49 -1.09  C5 1.163
8 H 2.81 0.98 0.22  C5 1.120
9 H 1.45 2.20 0.30  C5 1.011

Quick one: least stable of them? model 1

Model 1:
Molecular formula: C13H21NO3
Method: DFT, ωB97M-V/def2-TZVPD

SMILES string ... [H]/N=C(/C)C[C@H]1OC[C@@H](CCOC=O)[C@H]1CC=C
HOMO energy ... -8.33 eV
Net charge ... 0
HOMO-LUMO gap ... 8.903 eV

Bonds (Å) are listed after each position.
Element x y z (Å)
1 H 0.46 1.67 3.06  N2 1.021
2 N -0.38 1.39 3.56  H1 1.021, C3 1.276
3 C -1.32 1.18 2.72  N2 1.276, C4 1.504, C5 1.511
4 C -2.65 0.75 3.26  C3 1.504, H19 1.092, H20 1.087, H21 1.086
5 C -1.15 1.33 1.23  C3 1.511, C6 1.547, H22 1.096, H23 1.090
6 C -1.57 0.09 0.40  C5 1.547, O7 1.417, C15 1.538, H24 1.087
7 O -2.45 0.45 -0.66  C6 1.417, C8 1.402
8 C -1.62 0.87 -1.70  O7 1.402, C9 1.551, H25 1.092, H26 1.100
9 C -0.38 -0.07 -1.76  C8 1.551, C10 1.536, C15 1.544, H27 1.088
10 C 0.83 0.76 -2.19  C9 1.536, C11 1.532, H28 1.092, H29 1.095
11 C 1.87 -0.01 -3.02  C10 1.532, O12 1.434, H30 1.093, H31 1.088
12 O 2.94 -0.54 -2.23  C11 1.434, C13 1.337
13 C 3.77 0.38 -1.71  O12 1.337, O14 1.196, H32 1.100
14 O 4.39 0.18 -0.71  C13 1.196
15 C -0.43 -0.64 -0.32  C6 1.538, C9 1.544, C16 1.530, H33 1.093
16 C 0.86 -0.91 0.45  C15 1.530, C17 1.514, H34 1.093, H35 1.095
17 C 0.72 -2.09 1.39  C16 1.514, C18 1.360, H36 1.090
18 C 0.33 -3.33 1.00  C17 1.360, H37 1.090, H38 1.086
19 H -3.38 1.56 3.18  C4 1.092
20 H -3.05 -0.11 2.72  C4 1.087
21 H -2.54 0.52 4.31  C4 1.086
22 H -1.82 2.14 0.93  C5 1.096
23 H -0.14 1.65 0.99  C5 1.090
24 H -1.98 -0.64 1.10  C6 1.087
25 H -2.11 0.87 -2.67  C8 1.092
26 H -1.28 1.91 -1.58  C8 1.100
27 H -0.55 -0.86 -2.48  C9 1.088
28 H 1.30 1.29 -1.36  C10 1.092
29 H 0.46 1.54 -2.87  C10 1.095
30 H 2.25 0.61 -3.83  C11 1.093
31 H 1.40 -0.87 -3.49  C11 1.088
32 H 3.88 1.33 -2.26  C13 1.100
33 H -0.84 -1.64 -0.46  C15 1.093
34 H 1.10 -0.05 1.09  C16 1.093
35 H 1.73 -1.03 -0.21  C16 1.095
36 H 0.99 -1.93 2.44  C17 1.090
37 H 0.86 -3.88 0.21  C18 1.090
38 H -0.49 -3.87 1.46  C18 1.086

Model 2:
Molecular formula: C13H21NO3
Method: DFT, ωB97M-V/def2-TZVPD

SMILES string ... O=C(O)NCCc1ccccc1.CCOCC
HOMO energy ... -8.65 eV
Net charge ... 0
HOMO-LUMO gap ... 9.238 eV

Bonds (Å) are listed after each position.
Element x y z (Å)
1 O 2.45 -3.27 3.27  C2 1.202
2 C 2.38 -3.12 2.08  O1 1.202, O3 1.405, N4 1.401
3 O 2.47 -4.26 1.26  C2 1.405, H13 0.979
4 N 2.15 -1.90 1.43  C2 1.401, C5 1.476, H14 1.018
5 C 2.71 -0.73 2.14  N4 1.476, C6 1.626, H15 1.124, H16 1.113
6 C 1.47 0.20 2.62  C5 1.626, C7 1.575, H17 1.118, H18 1.117
7 C 0.12 -0.55 2.28  C6 1.575, C8 1.463, C12 1.450
8 C -0.51 -0.28 0.99  C7 1.463, C9 1.450, H19 1.108
9 C -1.72 -1.01 0.67  C8 1.450, C10 1.447, H20 1.111
10 C -2.24 -1.95 1.64  C9 1.447, C11 1.449, H21 1.116
11 C -1.63 -2.20 2.93  C10 1.449, C12 1.453, H22 1.110
12 C -0.41 -1.48 3.25  C7 1.450, C11 1.453, H23 1.117
13 H 1.60 -4.34 0.82  O3 0.979
14 H 2.41 -1.93 0.44  N4 1.018
15 H 3.36 -0.12 1.46  C5 1.124
16 H 3.31 -0.99 3.03  C5 1.113
17 H 1.53 0.38 3.72  C6 1.118
18 H 1.49 1.15 2.04  C6 1.117
19 H 0.00 0.45 0.32  C8 1.108
20 H -2.20 -0.85 -0.31  C9 1.111
21 H -3.16 -2.53 1.38  C10 1.116
22 H -2.03 -2.92 3.68  C11 1.110
23 H 0.15 -1.60 4.21  C12 1.117
24 C -1.40 1.23 -4.50  C25 1.519, H29 1.093, H30 1.092, H31 1.091
25 C -1.81 1.31 -3.04  C24 1.519, O26 1.419, H32 1.092, H33 1.095
26 O -0.72 1.39 -2.14  C25 1.419, C27 1.419
27 C 0.15 2.50 -2.29  O26 1.419, C28 1.519, H34 1.095, H35 1.093
28 C -0.55 3.84 -2.12  C27 1.519, H36 1.091, H37 1.092, H38 1.092
29 H -0.75 0.37 -4.66  C24 1.093
30 H -2.28 1.14 -5.13  C24 1.092
31 H -0.85 2.12 -4.81  C24 1.091
32 H -2.36 0.41 -2.77  C25 1.092
33 H -2.50 2.15 -2.87  C25 1.095
34 H 0.66 2.45 -3.26  C27 1.095
35 H 0.92 2.40 -1.53  C27 1.093
36 H -1.33 4.00 -2.87  C28 1.091
37 H 0.17 4.66 -2.21  C28 1.092
38 H -1.02 3.90 -1.14  C28 1.092

Quick one: least stable of them? model 1